No. 1
Density functional theory data (ωB97M-V/def2-TZVPD) for the molecule C6H12N2O5 at a distorted geometry.

The calculation puts the energy above the lowest of the compared OMol25 structures with the same formula, charge and spin at 69.0 kcal/mol. Its structure (SMILES) is N[C@@H](CO)C(=O)N[C@@H](CO)C(=O)O. The frontier orbital gap comes out at 9.93 eV. Its largest force on an atom is 5.53 eV Å⁻¹. For the total energy, the calculation gives -721.45479 Ha.

Structure (ORCA input):
```
! RIJCOSX wB97M-V def2-TZVPD def2/J DEFGRID3
* xyz 0 1
C -1.82 -0.72 0.04
C -0.39 -0.13 -0.23
C -2.67 0.02 -0.96
C 1.87 0.05 0.55
C 2.18 1.52 0.19
C 2.38 -1.02 -0.41
H -2.78 -1.27 1.62
H -2.80 0.57 1.34
H -1.60 -1.88 -0.08
H -3.77 -0.47 -1.00
H -2.14 0.15 -2.06
H -2.31 2.00 -0.54
H 0.13 -0.74 1.55
H 2.55 0.14 1.53
H 1.87 -0.93 -1.42
H 3.50 -0.83 -0.76
H 2.58 -2.89 -0.66
H 1.32 3.42 0.45
N -2.19 -0.41 1.47
N 0.47 -0.15 0.80
O -0.08 0.27 -1.40
O -3.05 1.34 -0.25
O 3.17 1.84 -0.42
O 2.44 -2.31 0.07
O 1.12 2.44 0.59
*
```

Computed Mulliken charges, given in elementary charges: C 0.28; C 0.22; C -0.56; C 0.23; C 0.33; C -0.63; H 0.26; H 0.40; H 0.40; H 0.28; H 0.28; H 0.34; H 0.32; H 0.29; H 0.37; H 0.29; H 0.34; H 0.36; N -0.76; N -0.14; O -0.73; O -0.64; O -0.54; O -0.53; O -0.49

***

No. 2
Density functional theory data (ωB97M-V/def2-TZVPD) for the ion C6H12N2O5PS with charge -1 at a distorted geometry.

The calculation puts the energy above the lowest of the compared OMol25 structures with the same formula, charge and spin at 0.0 kcal/mol. Its structure (SMILES) is CO/C([O-])=N/C(=S)N(C)P(=O)(OC)OC. The frontier orbital gap comes out at 7.99 eV. Its largest force on an atom is 6.48 eV Å⁻¹. For the total energy, the calculation gives -1461.15782 Ha.

Structure (ORCA input):
```
! RIJCOSX wB97M-V def2-TZVPD def2/J DEFGRID3
* xyz -1 1
C 1.54 -0.85 -0.61
C 1.93 1.51 -0.82
C 0.68 -2.82 0.54
C 1.50 3.72 -1.33
C -2.34 -1.04 2.59
C -1.64 -0.02 -1.47
N 1.22 0.39 -0.68
N 0.23 -1.62 -0.04
O 3.08 1.80 -0.58
O -0.23 0.47 1.91
O 1.04 2.41 -1.30
O -1.74 -1.55 1.39
O -1.42 0.52 -0.19
P -0.63 -0.42 0.82
S 2.72 -1.75 -1.31
H 1.20 -2.86 1.44
H -0.34 -3.40 0.75
H 1.25 -3.31 -0.13
H 2.39 3.95 -0.82
H 0.82 4.55 -0.90
H 1.84 3.93 -2.43
H -2.74 -1.88 3.18
H -3.32 -0.68 2.27
H -1.81 -0.32 3.28
H -2.00 -0.99 -1.47
H -0.78 -0.13 -2.11
H -2.44 0.41 -1.98
*
```

Computed Mulliken charges, given in elementary charges: C 0.29; C 0.28; C -1.13; C -0.84; C -0.83; C -0.85; N -0.09; N 0.16; O -0.65; O -0.90; O -0.25; O -0.44; O -0.31; P 1.09; S -0.46; H 0.37; H 0.23; H 0.52; H 0.38; H 0.24; H 0.24; H 0.28; H 0.29; H 0.31; H 0.38; H 0.30; H 0.41

***

No. 3
Density functional theory data (ωB97M-V/def2-TZVPD) for a structure of composition C6H12N2OOsP at a distorted geometry.

Its expectation value of S² is 6.01. The calculation puts the energy above the lowest of the compared OMol25 structures with the same formula, charge and spin at 0.0 kcal/mol. The frontier orbital gap (spin up / spin down) comes out at 7.08 / 7.48 eV. Its largest force on an atom is 6.41 eV Å⁻¹. For the total energy, the calculation gives -852.12192 Ha.

Structure (ORCA input):
```
! RIJCOSX wB97M-V def2-TZVPD def2/J DEFGRID3
* xyz 1 5
C 1.39 -0.05 -1.58
C 0.30 -0.06 -2.63
C -0.59 -1.22 -2.44
C -0.31 -1.89 -1.22
C 0.89 -1.28 -0.59
Os -0.60 0.13 -0.75
P -0.39 2.16 0.22
H 2.00 0.89 -1.37
H -0.05 0.82 -3.29
H -1.39 -1.50 -3.15
H 1.22 -1.55 0.44
H -1.09 -2.63 -0.75
H -1.22 2.52 1.24
H -0.12 3.39 -0.42
H 0.69 2.15 1.00
N 1.06 -0.32 3.34
C -0.12 -0.11 2.72
N -1.21 -0.32 3.50
O -0.24 0.18 1.49
H 1.16 -0.38 4.34
H 1.89 -0.28 2.80
H -2.08 -0.28 3.02
H -1.20 -0.39 4.51
*
```

Computed Mulliken charges, given in elementary charges: C -0.52; C -0.65; C 0.01; C -0.71; C -0.32; Os 1.09; P -0.03; H 0.40; H 0.41; H 0.37; H 0.38; H 0.33; H 0.07; H 0.15; H 0.03; N -0.36; C 0.66; N -0.42; O -0.73; H 0.20; H 0.22; H 0.22; H 0.19

***

No. 4
Density functional theory data (ωB97M-V/def2-TZVPD) for a structure of composition C6H12N2OPYb at a distorted geometry.

Its expectation value of S² is 0.75. The calculation puts the energy above the lowest of the compared OMol25 structures with the same formula, charge and spin at 0.0 kcal/mol. The frontier orbital gap (spin up / spin down) comes out at 3.48 / 6.84 eV. Its largest force on an atom is 2.92 eV Å⁻¹. For the total energy, the calculation gives -1920.55173 Ha.

Structure (ORCA input):
```
! RIJCOSX wB97M-V def2-TZVPD def2/J DEFGRID3
* xyz 0 2
C 0.00 -1.91 -2.43
C 0.35 -2.76 -1.35
C -0.80 -2.95 -0.53
C -1.87 -2.21 -1.10
C -1.39 -1.57 -2.27
Yb -0.12 -0.12 -0.43
P 1.18 2.04 -1.71
H 0.62 -1.66 -3.29
H 1.31 -3.25 -1.22
H -0.85 -3.58 0.35
H -1.99 -1.02 -3.00
H -2.90 -2.22 -0.76
H 0.49 2.95 -2.58
H 2.44 2.05 -2.39
H 1.53 3.00 -0.70
N -0.79 2.22 2.94
C 0.20 1.40 2.54
N 1.33 1.32 3.27
O 0.07 0.71 1.48
H -0.71 2.80 3.77
H -1.63 2.24 2.38
H 2.04 0.68 2.94
H 1.47 1.87 4.10
*
```

Computed Mulliken charges, given in elementary charges: C -0.60; C -0.52; C -0.59; C -0.56; C -0.54; Yb -0.23; P -0.13; H 0.45; H 0.42; H 0.38; H 0.41; H 0.43; H 0.08; H 0.06; H 0.08; N -0.59; C 0.85; N -0.45; O 0.02; H 0.31; H 0.24; H 0.22; H 0.26

***

No. 5
Density functional theory data (ωB97M-V/def2-TZVPD) for a structure of composition C6H12N2PPtS at a distorted geometry.

Its expectation value of S² is 6.02. The calculation puts the energy above the lowest of the compared OMol25 structures with the same formula, charge and spin at 1.7 kcal/mol. The frontier orbital gap (spin up / spin down) comes out at 5.71 / 6.57 eV. Its largest force on an atom is 4.12 eV Å⁻¹. For the total energy, the calculation gives -1203.72994 Ha.

Structure (ORCA input):
```
! RIJCOSX wB97M-V def2-TZVPD def2/J DEFGRID3
* xyz 1 5
C 1.31 -0.47 -1.80
C 0.31 -0.17 -2.81
C -0.73 -1.16 -2.62
C -0.26 -2.14 -1.72
C 0.81 -1.58 -1.00
Pt -0.52 0.26 -0.93
P -0.20 2.62 0.12
H 2.25 0.05 -1.72
H 0.43 0.45 -3.70
H -1.60 -1.25 -3.25
H 1.24 -2.01 -0.09
H -0.61 -3.17 -1.71
H -1.39 3.14 0.76
H -0.33 3.60 -0.93
H 0.69 3.47 0.92
N 0.11 -1.36 2.38
C -0.48 -0.21 2.37
N -0.15 0.84 3.15
S -1.70 0.14 1.20
H 0.80 -1.62 3.06
H -0.11 -2.05 1.70
H -0.61 1.72 3.00
H 0.75 0.89 3.63
*
```

Computed Mulliken charges, given in elementary charges: C -0.67; C -0.35; C -0.69; C 0.18; C -0.93; Pt 0.58; P -0.28; H 0.45; H 0.46; H 0.48; H 0.56; H 0.45; H 0.15; H 0.14; H 0.16; N -0.42; C 0.68; N -0.45; S -0.21; H 0.16; H 0.18; H 0.19; H 0.18

***

No. 6
Density functional theory data (ωB97M-V/def2-TZVPD) for a structure of composition C6H12N2PSZr at a distorted geometry.

The frontier orbital gap (spin up / spin down) comes out at 5.88 / 5.89 eV. Its largest force on an atom is 8.71 eV Å⁻¹. For the total energy, the calculation gives -1131.41905 Ha.

Structure (ORCA input):
```
! RIJCOSX wB97M-V def2-TZVPD def2/J DEFGRID3
* xyz 1 1
C 0.38 0.19 -2.01
C 1.25 1.10 -2.59
C 1.88 2.16 -1.93
C 1.72 2.49 -0.58
C 0.92 1.80 0.33
Zr 0.07 0.05 -0.11
P -1.02 -2.19 -0.44
H -0.11 -0.50 -2.66
H 1.40 1.01 -3.68
H 2.51 2.82 -2.53
H 0.82 2.23 1.31
H 2.22 3.40 -0.21
H -0.49 -3.29 0.26
H -0.95 -2.64 -1.77
H -2.39 -2.32 -0.16
N -2.09 -2.41 3.15
C -1.53 -1.18 3.12
N -1.50 -0.36 4.20
S -0.90 -0.67 1.86
H -2.53 -2.77 4.01
H -2.12 -3.06 2.32
H -1.06 0.60 4.19
H -1.92 -0.65 5.10
*
```

Computed Mulliken charges, given in elementary charges: C -0.68; C -0.49; C -0.38; C -0.44; C -0.74; Zr 1.74; P -0.36; H 0.20; H 0.33; H 0.30; H 0.26; H 0.32; H 0.17; H 0.11; H 0.17; N -0.36; C 1.18; N -0.42; S -0.73; H 0.23; H 0.16; H 0.22; H 0.22